{
  "formula": "C51H108F30N12O30S10",
  "method": "the ωB97M-V functional and the def2-TZVPD basis",
  "max_force_ev_per_a": 4.4,
  "total_charge": 2,
  "e_homo_ev": -11.9,
  "multiplicity": 1,
  "species": ["C", "C", "C", "O", "C", "N", "H", "H", "H", "H", "H", "H", "H", "H", "H", "H", "H", "H", "C", "C", "C", "O", "C", "N", "H", "H", "H", "H", "H", "H", "H", "H", "H", "H", "H", "H", "C", "C", "C", "N", "C", "C", "C", "C", "C", "C", "H", "H", "H", "H", "H", "H", "H", "H", "H", "H", "H", "H", "H", "H", "H", "H", "H", "H", "H", "H", "C", "O", "C", "C", "N", "H", "H", "C", "C", "O", "C", "H", "H", "H", "H", "H", "H", "H", "H", "H", "H", "H", "H", "H", "H", "C", "O", "C", "C", "N", "H", "H", "C", "C", "O", "C", "H", "H", "H", "H", "H", "H", "H", "H", "H", "H", "H", "H", "H", "H", "C", "O", "C", "C", "N", "H", "H", "C", "C", "O", "C", "H", "H", "H", "H", "H", "H", "H", "H", "H", "H", "H", "H", "H", "H", "C", "O", "C", "C", "N", "H", "H", "C", "C", "O", "C", "H", "H", "H", "H", "H", "H", "H", "H", "H", "H", "H", "H", "H", "H", "C", "F", "F", "F", "S", "O", "O", "N", "S", "O", "O", "C", "F", "F", "F", "C", "F", "F", "F", "S", "O", "O", "N", "S", "O", "O", "C", "F", "F", "F", "C", "F", "F", "F", "S", "O", "O", "N", "S", "O", "O", "C", "F", "F", "F", "C", "F", "F", "F", "S", "O", "O", "N", "S", "O", "O", "C", "F", "F", "F", "C", "F", "F", "F", "S", "O", "O", "N", "S", "O", "O", "C", "F", "F", "F"],
  "positions_angstrom": [[-0.509803, 5.706615, 4.074165], [-0.335478, 7.195487, 4.289755], [0.207084, 7.940076, 3.092523], [-0.812304, 7.983221, 2.109612], [-0.257544, 8.508777, 0.886557], [-1.755900, 7.785320, 4.560105], [-2.073131, 7.590148, 5.506288], [-1.695477, 8.781253, 4.332488], [-2.475428, 7.450230, 3.913506], [0.467126, 5.224234, 4.098419], [-0.958426, 5.613121, 3.080997], [-1.135861, 5.105603, 4.735829], [0.070876, 7.374893, 5.285206], [1.062503, 7.395450, 2.684566], [0.509042, 8.956103, 3.369410], [0.021291, 9.550972, 1.024889], [-1.003888, 8.429816, 0.097062], [0.544512, 7.866494, 0.516725], [6.652196, 2.820197, 4.065076], [5.420962, 2.945341, 3.175758], [5.227745, 4.309807, 2.566102], [4.061711, 4.294461, 1.795652], [3.814416, 5.461696, 0.997190], [5.473116, 1.893120, 2.067211], [5.435296, 0.895267, 2.370101], [4.865952, 2.104921, 1.271653], [6.410188, 1.897132, 1.641187], [6.621492, 1.887638, 4.620640], [6.680987, 3.672648, 4.745510], [7.583452, 2.917118, 3.505322], [4.545061, 2.556150, 3.695667], [6.123951, 4.661487, 2.038868], [5.107455, 5.017913, 3.398832], [4.040884, 6.314792, 1.646638], [2.777525, 5.396961, 0.690627], [4.506651, 5.542321, 0.157165], [-4.416153, -2.458944, 0.636856], [-5.621495, -2.762140, -0.211639], [-5.294350, -3.614902, -1.406942], [-6.504747, -4.045313, -2.212592], [-7.025817, -2.798632, -2.963937], [-7.889182, -3.114491, -4.183349], [-7.320729, -4.268725, -4.993713], [-7.031062, -5.508012, -4.176395], [-6.061662, -5.210012, -3.086086], [-7.592359, -4.633878, -1.330618], [-4.230620, -3.349191, 1.251529], [-4.507666, -1.653611, 1.368501], [-3.446376, -2.368887, 0.151038], [-5.968249, -1.764325, -0.532920], [-6.484877, -3.058669, 0.383135], [-4.753329, -4.515592, -1.102952], [-4.647911, -3.123988, -2.133888], [-6.143075, -2.204617, -3.195021], [-7.557988, -2.247744, -2.191158], [-8.142925, -2.300201, -4.858404], [-8.851729, -3.491607, -3.818256], [-6.412687, -3.962780, -5.527527], [-7.983742, -4.519815, -5.823940], [-6.629642, -6.218152, -4.906635], [-7.928698, -6.076448, -3.916119], [-5.059752, -5.033280, -3.486081], [-5.867286, -6.049173, -2.414149], [-8.255811, -5.202575, -1.978808], [-8.100653, -3.792472, -0.876421], [-7.199626, -5.408694, -0.673800], [8.063207, -3.435719, -2.510739], [7.378726, -3.140149, -1.309555], [6.348995, -4.009818, -0.975248], [5.029367, -3.590051, -1.709301], [5.012540, -2.116628, -1.885146], [5.959760, -1.836816, -2.155160], [4.412055, -1.697426, -2.621244], [4.716310, -1.420076, -0.583180], [4.292478, -0.014123, -0.951625], [5.242655, 0.576423, -1.780928], [4.886804, 1.902786, -2.125038], [8.838963, -2.691675, -2.696440], [7.447583, -3.426853, -3.414811], [8.619255, -4.371218, -2.410766], [6.041524, -3.901772, 0.066285], [6.513473, -5.074461, -1.144311], [4.117807, -4.026706, -1.308212], [5.049661, -4.025861, -2.713193], [5.573936, -1.440446, 0.093921], [3.963510, -1.949980, -0.000631], [4.033576, 0.572717, -0.058518], [3.297576, -0.164192, -1.398221], [5.579775, 2.221966, -2.898572], [4.802094, 2.678121, -1.355770], [3.914952, 1.877176, -2.635734], [-3.615854, 0.144092, -2.329010], [-2.762086, 1.161380, -2.806821], [-3.422755, 2.215854, -3.475794], [-2.463899, 3.354934, -3.761117], [-1.506796, 3.028970, -4.863980], [-2.004034, 2.736016, -5.711026], [-0.983273, 3.880553, -5.145777], [-0.549272, 1.888324, -4.636275], [0.438692, 1.808262, -5.815628], [-0.278710, 1.590076, -7.023278], [-0.567758, 0.239321, -7.340389], [-3.006136, -0.506541, -1.705168], [-3.940559, -0.500624, -3.157067], [-4.484531, 0.588114, -1.831998], [-4.208441, 2.619169, -2.828416], [-3.845498, 1.866775, -4.423675], [-1.809202, 3.509683, -2.900158], [-2.935624, 4.320976, -3.923335], [-0.967985, 0.900655, -4.483004], [-0.003953, 2.216994, -3.750524], [1.169588, 1.003204, -5.704253], [0.934787, 2.748247, -6.073099], [-1.385020, 0.306022, -8.055558], [-0.924151, -0.336560, -6.473038], [0.274068, -0.355745, -7.700460], [-4.553651, -4.620269, 4.615392], [-3.619332, -4.014031, 5.501908], [-2.480517, -3.468232, 4.816432], [-1.639397, -2.892160, 5.926837], [-1.382543, -3.981167, 6.970137], [-0.994608, -3.577259, 7.822538], [-2.355430, -4.180167, 7.234322], [-0.603929, -5.173599, 6.528178], [0.728398, -4.784585, 5.906864], [0.639242, -4.709100, 4.520071], [1.739912, -4.032009, 3.920883], [-4.139673, -5.545577, 4.215404], [-4.898115, -3.983837, 3.800159], [-5.429031, -4.887217, 5.204640], [-2.817173, -2.714947, 4.115197], [-2.097215, -4.349253, 4.297294], [-2.129111, -2.116180, 6.513330], [-0.653940, -2.501316, 5.683492], [-1.247882, -5.697513, 5.818198], [-0.532344, -5.942709, 7.296926], [1.514970, -5.507417, 6.156806], [1.073135, -3.854498, 6.392886], [1.814657, -4.349399, 2.884649], [2.677874, -4.162788, 4.464986], [1.630907, -2.942631, 3.885201], [-2.502566, 5.559710, 0.304798], [-2.805207, 4.425920, 1.098135], [-3.414162, 3.394041, 0.352263], [-3.716678, 2.217018, 1.275009], [-2.740502, 2.182582, 2.397349], [-1.912766, 1.582801, 2.151158], [-2.310572, 3.120380, 2.394115], [-3.275654, 1.678820, 3.695079], [-2.232944, 1.890800, 4.805010], [-1.252161, 0.922005, 4.675931], [-0.316336, 0.799078, 5.744026], [-3.390560, 6.024170, -0.129038], [-1.835396, 5.254472, -0.510394], [-1.941994, 6.257367, 0.924280], [-2.709836, 3.056784, -0.416298], [-4.318438, 3.717664, -0.168606], [-3.692967, 1.269378, 0.733503], [-4.742210, 2.224551, 1.647740], [-3.497726, 0.615066, 3.651917], [-4.173466, 2.271982, 3.860212], [-2.717708, 1.924952, 5.789008], [-1.743088, 2.869185, 4.681784], [0.438005, 0.069855, 5.472294], [-0.965522, 0.588825, 6.601562], [0.233199, 1.730464, 5.926114], [1.142791, 5.624135, -2.906020], [1.741825, 6.451221, -2.032467], [2.015047, 4.685251, -3.205402], [0.054760, 5.117725, -2.315096], [0.682040, 6.686611, -4.373450], [-0.077558, 7.801541, -3.883575], [1.926011, 7.021430, -5.015605], [-0.290065, 5.593430, -5.183591], [-0.314491, 6.226680, -6.688828], [-0.755546, 7.593399, -6.760411], [0.891528, 5.919269, -7.412653], [-1.639902, 5.256031, -7.585038], [-2.286466, 6.070755, -8.389128], [-1.152734, 4.182454, -8.171918], [-2.589012, 4.786856, -6.701780], [-4.479743, -9.130027, 0.899646], [-4.060310, -9.589850, -0.262308], [-5.812059, -9.163153, 0.847411], [-4.028321, -9.838553, 1.911918], [-4.060539, -7.303541, 1.227421], [-5.019198, -6.610441, 0.383635], [-4.221603, -7.082409, 2.638551], [-2.454801, -7.241927, 0.853053], [-2.100883, -6.335443, -0.373084], [-2.318349, -7.011482, -1.629097], [-2.636335, -4.997377, -0.235489], [-0.227344, -6.049140, -0.164721], [-0.023384, -5.468089, 1.019140], [0.432179, -7.193417, -0.205049], [0.203488, -5.228539, -1.108054], [1.115815, -1.246280, -3.186341], [1.495254, -1.532907, -1.946870], [-0.140594, -1.566874, -3.422594], [1.291605, 0.074326, -3.338734], [2.192161, -2.191010, -4.426446], [2.405451, -3.490127, -3.868830], [1.543491, -2.011570, -5.693143], [3.654301, -1.340067, -4.272536], [4.202815, -1.117114, -5.733853], [4.586657, -2.355482, -6.376549], [3.375115, -0.187880, -6.475905], [5.874775, -0.319888, -5.360311], [6.612227, -1.099323, -4.588169], [6.463878, -0.111829, -6.529081], [5.692843, 0.890906, -4.828624], [0.702539, 2.539464, -0.510377], [1.700746, 3.336760, -0.814513], [-0.497664, 3.021778, -0.873421], [0.776246, 1.372801, -1.137224], [0.688324, 2.297029, 1.357608], [2.052392, 2.152355, 1.796115], [0.100369, 3.509182, 1.901572], [-0.345647, 1.033995, 1.588771], [0.513366, -0.359421, 1.595201], [1.594204, -0.359704, 0.635833], [0.764850, -0.760887, 2.964507], [-0.715939, -1.647492, 0.997003], [-1.277404, -1.235642, -0.133620], [-0.036292, -2.753010, 0.926337], [-1.694271, -1.726868, 1.902155], [3.842519, -0.503420, 4.835456], [3.062958, 0.362107, 4.197824], [4.789299, 0.118815, 5.526180], [3.090646, -1.176601, 5.711143], [4.544209, -1.734966, 3.569730], [4.725906, -2.892423, 4.419603], [3.518265, -1.884532, 2.553852], [5.834725, -0.798646, 2.992264], [6.997273, -1.839248, 3.112029], [7.272022, -2.257041, 4.454977], [6.972339, -2.881383, 2.113435], [8.469022, -0.707385, 2.673109], [8.305360, 0.522396, 3.196934], [9.581466, -1.279599, 3.028266], [8.477191, -0.509869, 1.343490]],
  "atomic_forces_ev_per_a": [[0.11, -0.20, -0.99], [-1.96, -0.74, 1.51], [0.08, -0.03, -0.11], [0.34, 0.05, 0.09], [-0.60, -0.41, -0.47], [0.08, 0.25, -1.06], [0.07, 0.31, 0.10], [-0.24, 0.14, 0.60], [0.29, -0.31, -0.13], [0.00, 0.02, -0.35], [0.33, -0.43, -0.09], [-0.09, 0.67, 0.51], [1.01, 0.32, -0.48], [0.20, 0.06, 0.24], [0.14, 0.01, -0.01], [0.26, -0.03, -0.10], [-0.31, 0.23, 0.28], [0.38, 0.23, 0.36], [-0.15, 0.54, -0.24], [-0.11, -1.47, -0.19], [-0.27, 0.56, 0.57], [-0.09, -0.34, -0.82], [0.95, -0.25, 1.13], [1.83, 0.35, -0.95], [-0.52, 0.03, 0.30], [-0.66, -0.06, 0.46], [0.03, 0.22, 0.11], [0.20, 0.02, 0.04], [-0.24, -0.17, 0.22], [-0.05, -0.29, -0.16], [-0.23, 0.84, 0.32], [-0.01, -0.27, -0.34], [0.05, -0.02, 0.08], [-0.50, 0.33, -0.20], [-0.02, 0.19, -0.13], [-0.15, -0.23, -0.22], [1.00, -1.59, 1.50], [-0.58, 2.49, -0.47], [-0.01, -0.89, 0.10], [-0.06, -0.50, 0.05], [0.16, -0.21, 0.11], [-0.63, -1.39, 0.41], [0.15, 0.32, -0.88], [-0.39, -0.67, -1.45], [0.85, -0.37, 0.22], [0.07, 0.03, -0.90], [0.06, 0.01, 0.06], [-0.41, 0.24, -0.34], [-0.34, 0.27, -0.62], [-0.05, -0.16, -0.51], [0.37, -0.76, 0.13], [-0.23, -0.08, 0.13], [0.08, 0.22, 0.20], [0.07, -0.17, -0.28], [-0.17, 0.09, -0.16], [0.41, 0.48, 0.44], [-0.09, 0.25, 0.10], [0.19, 0.06, 0.31], [-0.27, 0.03, 0.22], [0.68, -0.01, 0.38], [-0.17, 0.55, 0.62], [-0.17, 0.62, -0.13], [-0.35, 0.07, 0.18], [-0.27, 0.46, -0.10], [-0.18, -0.34, 0.42], [0.45, 0.56, 0.40], [0.88, -0.22, -0.41], [0.31, 0.33, 0.15], [-2.43, 0.38, 0.43], [0.88, -1.16, -2.17], [0.04, 0.17, 1.82], [0.11, -0.10, 0.07], [-0.27, -0.78, -0.48], [0.57, 0.46, 0.37], [-1.31, -0.76, 0.79], [0.17, 0.59, 0.71], [-0.59, -0.10, -1.70], [-0.21, 0.29, 0.41], [-0.31, -0.27, 0.17], [-0.34, -0.23, -0.13], [1.07, 0.14, 0.31], [0.36, 0.06, -0.26], [-0.03, 0.59, 0.55], [0.02, 0.32, -0.16], [0.40, -0.05, -0.50], [-0.42, 0.07, -0.47], [0.40, 0.02, 0.14], [0.22, 0.56, -0.60], [0.22, 0.13, 0.27], [0.34, -0.48, 0.62], [-0.10, 0.03, 0.11], [0.29, -0.20, -0.72], [0.35, 0.42, 0.15], [0.09, 0.18, -0.01], [1.26, -0.45, 0.55], [-0.88, -1.41, -1.04], [-0.20, 0.41, -0.08], [0.28, 0.27, 0.41], [1.97, 1.03, 0.19], [-0.44, 0.08, -1.17], [-0.38, -0.21, 0.09], [-0.50, -0.33, 0.42], [-0.18, 0.23, 0.37], [-0.30, 0.19, -0.04], [-0.01, -0.25, 0.23], [-0.27, -0.06, -0.14], [-0.32, -0.06, 0.04], [-0.16, -0.08, 0.14], [-0.19, -0.17, -0.55], [-0.75, 0.36, 0.14], [0.09, -0.49, 0.17], [0.10, 0.20, 0.44], [0.24, 0.08, 0.83], [0.18, -0.33, -0.22], [-0.14, 0.22, 0.12], [0.21, 0.47, -0.28], [-0.24, -0.83, 0.35], [-0.13, 0.95, 0.22], [-1.25, -1.16, 0.67], [1.39, -0.21, 0.59], [-1.00, 0.52, 0.43], [0.39, 0.13, -0.23], [0.09, -0.89, -0.12], [-0.47, -0.96, -0.94], [0.64, -0.26, 0.50], [-0.56, 0.53, -0.05], [0.39, 0.64, -0.11], [0.01, 0.10, -0.25], [0.31, 0.33, -0.03], [0.05, 0.06, 0.10], [0.26, 0.33, -0.24], [0.96, 0.59, -0.33], [-0.42, 0.04, -0.34], [-0.09, -0.06, -0.67], [0.21, 0.27, -0.39], [0.22, 0.66, 0.62], [-0.23, -0.16, 0.25], [-0.03, 0.18, -0.28], [0.09, -0.28, 0.10], [-0.02, -0.60, -0.12], [-0.57, -0.02, 0.16], [0.73, -0.15, -0.44], [-0.81, -0.03, 0.33], [0.62, -0.37, -0.47], [-0.58, -0.50, -0.14], [0.29, -0.83, -0.52], [0.14, -0.07, -0.25], [-0.16, 0.12, 0.66], [0.55, 1.12, 0.57], [0.13, 0.66, -0.20], [0.29, -0.83, -0.71], [-0.91, 0.88, -0.05], [-0.11, -0.01, 0.18], [-0.08, 0.08, -0.03], [-0.24, 0.02, 0.05], [-0.03, 0.05, -0.03], [-0.15, 0.13, 0.19], [0.43, 0.06, -0.12], [0.16, 0.49, 0.46], [-0.09, 0.02, -0.40], [-0.10, -0.21, 0.37], [-0.08, -0.35, 0.03], [-0.26, 0.24, -0.03], [-0.31, -0.42, 0.03], [0.79, -0.37, 0.47], [-0.19, 0.14, -0.04], [0.20, 1.48, -0.49], [-0.15, -0.10, 0.26], [-0.23, -0.61, -0.14], [0.01, -0.35, 0.04], [-0.19, 0.32, -0.55], [-0.10, -0.66, 0.76], [-0.53, -0.82, 0.56], [0.85, 1.28, 0.03], [1.22, 0.65, -1.75], [-0.36, -0.64, 0.52], [-0.74, -0.45, 0.16], [-0.72, -0.10, 1.35], [0.41, -0.34, -0.52], [0.04, 0.30, -0.49], [0.09, 0.07, 0.14], [-0.34, 1.42, 0.01], [0.66, 0.03, 0.10], [-0.33, -0.29, 0.48], [0.07, -0.52, -0.04], [1.17, -0.36, -0.40], [0.70, 0.05, -0.24], [0.06, -0.37, 0.00], [-1.90, -0.07, 0.80], [0.03, -0.05, -0.96], [0.45, 0.55, 0.10], [0.12, 0.57, -0.23], [-1.31, -0.57, 0.42], [0.15, 0.00, 0.17], [0.18, 0.00, -0.13], [0.02, -0.01, -0.25], [1.76, -0.16, -0.98], [-0.51, -0.37, 0.25], [-0.50, 0.09, 0.46], [-0.37, -0.09, -0.20], [1.80, 0.90, 0.37], [-0.54, -0.04, 0.28], [-0.20, -0.17, 0.68], [-2.47, -0.94, 0.69], [0.51, -0.01, -1.89], [-0.08, 0.70, 0.28], [1.15, -0.04, 0.36], [-1.69, 0.52, -1.21], [0.30, 0.11, 0.35], [0.37, -0.46, 0.02], [0.21, -0.11, 0.72], [-0.85, -1.32, 0.88], [-0.12, 0.14, -0.38], [0.25, 0.76, 0.14], [0.70, 0.36, -0.07], [0.04, 0.50, 1.10], [-0.42, -0.82, -0.65], [-1.05, -0.43, -0.57], [1.66, 0.97, -0.75], [0.80, -0.91, 1.00], [-0.82, -0.16, 0.61], [-0.31, 0.19, -0.95], [0.60, 2.12, 0.95], [0.21, -0.61, -0.60], [-0.40, -0.50, -0.56], [-0.24, -0.44, 0.27], [0.14, -1.08, -0.54], [0.11, 0.69, 0.12], [0.04, 0.35, -0.18], [-0.17, 0.03, -0.07], [-2.54, 0.49, 0.45], [0.69, 0.96, -0.93], [1.11, 0.62, 0.33], [-2.76, -1.21, 0.84], [4.16, -1.31, 0.13], [0.29, 0.47, -0.04], [-0.22, 0.74, -0.02], [-1.75, -0.41, -1.08], [0.41, -0.22, 0.54], [0.38, 0.22, 0.42], [0.09, -0.10, -0.17]]
}